Record 1
C15H13IrN11O7S2 as an isolated structure, computed with wB97M-V/def2-TZVPD.

Values from the calculation:
- Total charge: +1
- Energy above the lowest of the compared OMol25 structures with the same formula, charge and spin: 52.0 kcal per mole
- E_HOMO: -11.328 eV
- Strongest force on any atom: 4.038 eV/Å
- Lowest unoccupied orbital energy: -5.0 eV
- Frontier orbital gap: 0.234 Eh

Cartesian coordinates (Å):
Ir1 0.01374 0.59125 0.89045
C1 2.95094 -0.15915 5.00575
S1 2.94794 1.58585 4.52345
C2 1.89434 1.46175 3.12875
S2 0.34534 0.63125 3.26975
N1 2.26954 2.00135 2.01325
N2 1.53704 1.85445 0.95775
C3 1.94544 2.33675 -0.24195
C4 1.25584 1.90925 -1.37605
C5 1.58104 2.25945 -2.71205
C6 0.80754 1.78855 -3.74115
C7 -0.30406 0.97735 -3.46345
C8 -0.56936 0.64975 -2.14775
N3 0.18484 1.07595 -1.14415
H1 3.50434 -0.24655 5.93525
H2 3.44174 -0.73445 4.22345
H3 1.92514 -0.49715 5.14105
H4 2.78704 3.01105 -0.26355
H5 2.43954 2.88995 -2.88545
H6 1.04344 2.04045 -4.76405
H7 -0.95006 0.62095 -4.24985
H8 -1.42486 0.04115 -1.88445
O1 1.07564 -6.33385 -1.97925
N4 -0.07336 -5.96835 -1.94605
O2 -1.02476 -6.56615 -2.38345
C9 -0.33106 -4.68255 -1.31505
C10 -1.64346 -4.24915 -1.13835
C11 -1.87716 -3.01855 -0.57135
C12 -0.83536 -2.18135 -0.04775
O3 -1.13806 -1.08865 0.52105
C13 0.49704 -2.68325 -0.26395
C14 0.72724 -3.88695 -0.91495
N5 1.63184 -1.93765 0.11825
O4 1.51094 -1.10045 1.04445
O5 2.68274 -2.09705 -0.47635
N6 -3.23056 -2.49595 -0.53865
O6 -4.12446 -3.28285 -0.37785
O7 -3.34966 -1.30285 -0.71805
H9 -2.46266 -4.86675 -1.48205
H10 1.74654 -4.20155 -1.09985
N7 -1.82506 5.65585 0.92695
N8 -1.97406 4.33155 0.84985
N9 -3.14466 3.75235 0.82275
C15 -2.84156 2.46615 0.86015
N10 -1.52016 2.30255 0.90175
N11 -0.97796 3.50135 0.89045
H11 -2.64026 6.17675 0.63105
H12 -0.92166 5.99275 0.62695
H13 -3.56266 1.67545 0.84415

Record 2
A 2-piece molecular cluster, C5H10O overall, computed with wB97M-V/def2-TZVPD.

Values from the calculation:
- SMILES: C=CCC(=C)O.[H][H]
- Energy above the lowest of the compared OMol25 structures with the same formula, charge and spin: 52.0 kcal per mole
- E_HOMO: -8.951 eV
- Strongest force on any atom: 0.393 eV/Å
- Lowest unoccupied orbital energy: 0.9 eV
- Frontier orbital gap: 0.363 Eh

Cartesian coordinates (Å):
C1 -0.55802 -1.00022 1.85925
C2 -0.82812 -1.14203 0.56625
C3 -1.22787 0.00292 -0.33212
C4 -0.07538 0.38306 -1.22292
C5 0.68139 1.46993 -1.05791
O1 0.12683 -0.56324 -2.18251
H1 -0.65392 -0.03590 2.35536
H2 -0.22324 -1.83310 2.47107
H3 2.15050 0.25474 1.73798
H4 -0.70961 -2.11268 0.08727
H5 -2.07852 -0.28103 -0.96491
H6 -1.52440 0.86866 0.26805
H7 0.46587 2.16838 -0.25779
H8 1.53693 1.68475 -1.69316
H9 1.99259 0.47375 1.04496
H10 0.92500 -0.33800 -2.67888

Record 3
A single C7H14N2 molecule, computed with wB97M-V/def2-TZVPD.

Values from the calculation:
- Energy above the lowest of the compared OMol25 structures with the same formula, charge and spin: 100.2 kcal per mole
- E_HOMO (spin up / spin down): -6.610 / -6.612 eV
- Strongest force on any atom: 2.682 eV/Å
- Lowest unoccupied orbital energy (spin up / spin down): 0.7 / 0.7 eV
- Frontier orbital gap (spin up / spin down): 0.270 / 0.270 Eh

Cartesian coordinates (Å):
C1 -0.81479 -0.82330 -1.25182
C2 0.18755 1.68354 0.16062
C3 0.31957 -1.52084 -1.10140
C4 0.56375 2.84339 1.05009
C5 1.33189 -1.36548 -0.05206
C6 0.57507 -2.80772 -1.77956
C7 -1.72964 1.15043 1.50214
N1 -1.49983 0.06719 -0.47108
N2 -0.90827 0.95440 0.31235
H1 -1.61623 -1.20840 -1.96175
H2 0.67259 1.68157 -0.78018
H3 -0.37935 3.08290 1.47460
H4 0.93256 3.68262 0.47209
H5 1.40370 2.59310 1.83909
H6 1.23661 -2.19216 0.71130
H7 1.24774 -0.35910 0.29645
H8 2.33828 -1.48969 -0.52417
H9 -0.23597 -3.09192 -2.48563
H10 0.57937 -3.59189 -0.88689
H11 1.57044 -2.81282 -2.17491
H12 -2.50955 1.98484 1.54008
H13 -2.19589 0.22834 1.77206
H14 -1.06961 1.31100 2.33858

Record 4
An isolated ion of composition C3H2NOS2 and charge -1, computed with wB97M-V/def2-TZVPD.

Values from the calculation:
- Total charge: -1
- SMILES: O=C(C[S-])N=C=S
- Energy above the lowest of the compared OMol25 structures with the same formula, charge and spin: 41.4 kcal per mole
- E_HOMO: -3.411 eV
- Strongest force on any atom: 4.566 eV/Å
- Lowest unoccupied orbital energy: 3.2 eV
- Frontier orbital gap: 0.244 Eh

Cartesian coordinates (Å):
C1 -0.57703 0.83454 -0.00726
C2 1.62944 0.28177 -0.68462
C3 -0.92361 -0.64686 0.57542
N1 0.66455 1.01216 -0.40797
O1 -1.42098 1.65646 -0.24450
S1 3.09470 0.01571 -1.01239
S2 -0.00687 -1.93472 -0.33600
H1 -0.43083 -0.54662 1.62114
H2 -2.02937 -0.67244 0.49618

Record 5
A 2-piece molecular cluster, C12H16N overall, computed with wB97M-V/def2-TZVPD.

Values from the calculation:
- Total charge: +1
- Energy above the lowest of the compared OMol25 structures with the same formula, charge and spin: 0.0 kcal per mole
- 2S+1: 3
- E_HOMO (spin up / spin down): -10.140 / -12.966 eV
- Strongest force on any atom: 5.481 eV/Å
- Lowest unoccupied orbital energy (spin up / spin down): -3.0 / -6.5 eV
- Frontier orbital gap (spin up / spin down): 0.261 / 0.237 Eh

Cartesian coordinates (Å):
C1 -2.36590 -1.91942 -0.02934
C2 -2.60008 -0.66961 0.51858
C3 -1.16733 -2.50796 -0.27893
C4 -1.45895 0.05561 0.74583
C5 1.30634 -2.23856 -0.43597
C6 -0.03388 -1.83504 0.00551
C7 -0.11410 -0.46670 0.50241
C8 0.95194 0.33628 0.67231
C9 2.35338 -1.44837 -0.16786
C10 2.26587 -0.18507 0.51857
C11 3.21797 0.84312 -0.19057
C12 -1.58912 2.75018 -0.09146
N1 -1.64377 1.43898 -0.80119
H1 -3.32405 -2.46872 -0.05790
H2 -3.53870 -0.22774 0.90912
H3 -1.26960 -3.58745 -0.41070
H4 -1.46230 0.82406 1.39102
H5 1.45460 -3.08336 -1.12785
H6 3.38505 -1.63054 -0.50770
H7 -0.60315 2.84929 0.52678
H8 2.63819 -0.51564 1.55558
H9 3.35872 0.40415 -1.20098
H10 4.20330 0.90859 0.34278
H11 2.73973 1.97760 -0.25272
H12 -2.48658 2.94118 0.48997
H13 0.82215 1.32361 0.99185
H14 -0.86271 1.21986 -1.47109
H15 -1.64486 3.56188 -0.80468
H16 -2.53213 1.34979 -1.34135

Record 6
A 2-piece molecular cluster, C2H4N2OS overall, computed with wB97M-V/def2-TZVPD.

Values from the calculation:
- Energy above the lowest of the compared OMol25 structures with the same formula, charge and spin: 171.3 kcal per mole
- E_HOMO (spin up / spin down): -9.965 / -11.371 eV
- Strongest force on any atom: 3.979 eV/Å
- Lowest unoccupied orbital energy (spin up / spin down): -3.8 / -3.2 eV
- Frontier orbital gap (spin up / spin down): 0.225 / 0.301 Eh

Cartesian coordinates (Å):
C1 3.39452 0.62680 -0.15052
C2 -0.16067 0.29094 -0.59999
N1 4.42516 0.91039 0.28419
N2 0.57203 -1.68676 1.32402
O1 1.04105 -2.21572 -1.04626
S1 1.03690 -1.20947 -0.03306
H1 -0.64250 0.13871 -1.46660
H2 -0.95590 0.65399 0.04433
H3 0.59060 0.99149 -0.75435
H4 0.43838 -0.91378 1.95375

Please write out number 1 again, unchanged.
C15H13IrN11O7S2 as an isolated structure, computed with wB97M-V/def2-TZVPD.

Values from the calculation:
- Total charge: +1
- Energy above the lowest of the compared OMol25 structures with the same formula, charge and spin: 52.0 kcal per mole
- E_HOMO: -11.328 eV
- Strongest force on any atom: 4.038 eV/Å
- Lowest unoccupied orbital energy: -5.0 eV
- Frontier orbital gap: 0.234 Eh

Cartesian coordinates (Å):
Ir1 0.01374 0.59125 0.89045
C1 2.95094 -0.15915 5.00575
S1 2.94794 1.58585 4.52345
C2 1.89434 1.46175 3.12875
S2 0.34534 0.63125 3.26975
N1 2.26954 2.00135 2.01325
N2 1.53704 1.85445 0.95775
C3 1.94544 2.33675 -0.24195
C4 1.25584 1.90925 -1.37605
C5 1.58104 2.25945 -2.71205
C6 0.80754 1.78855 -3.74115
C7 -0.30406 0.97735 -3.46345
C8 -0.56936 0.64975 -2.14775
N3 0.18484 1.07595 -1.14415
H1 3.50434 -0.24655 5.93525
H2 3.44174 -0.73445 4.22345
H3 1.92514 -0.49715 5.14105
H4 2.78704 3.01105 -0.26355
H5 2.43954 2.88995 -2.88545
H6 1.04344 2.04045 -4.76405
H7 -0.95006 0.62095 -4.24985
H8 -1.42486 0.04115 -1.88445
O1 1.07564 -6.33385 -1.97925
N4 -0.07336 -5.96835 -1.94605
O2 -1.02476 -6.56615 -2.38345
C9 -0.33106 -4.68255 -1.31505
C10 -1.64346 -4.24915 -1.13835
C11 -1.87716 -3.01855 -0.57135
C12 -0.83536 -2.18135 -0.04775
O3 -1.13806 -1.08865 0.52105
C13 0.49704 -2.68325 -0.26395
C14 0.72724 -3.88695 -0.91495
N5 1.63184 -1.93765 0.11825
O4 1.51094 -1.10045 1.04445
O5 2.68274 -2.09705 -0.47635
N6 -3.23056 -2.49595 -0.53865
O6 -4.12446 -3.28285 -0.37785
O7 -3.34966 -1.30285 -0.71805
H9 -2.46266 -4.86675 -1.48205
H10 1.74654 -4.20155 -1.09985
N7 -1.82506 5.65585 0.92695
N8 -1.97406 4.33155 0.84985
N9 -3.14466 3.75235 0.82275
C15 -2.84156 2.46615 0.86015
N10 -1.52016 2.30255 0.90175
N11 -0.97796 3.50135 0.89045
H11 -2.64026 6.17675 0.63105
H12 -0.92166 5.99275 0.62695
H13 -3.56266 1.67545 0.84415

> Look up the strongest force on any atom of the sixth one.

3.979 eV/Å

> Which value of energy above the lowest of the compared OMol25 structures with the same formula, charge and spin does entry 3 give?

100.2 kcal per mole